A molecular structure, CH5IN2 at a distorted geometry, computed with ωB97M-V with the def2-TZVPD basis set.

The value obtained for the orbital gap (spin up / spin down) is 8.56 / 6.82 eV. As for the LUMO energy (spin up / spin down): -0.25 / -1.55 eV.

Positions of all 9 atoms, in Å:
I -2.75 0.00 -0.27
H 1.09 0.67 -0.79
C 0.41 1.01 0.06
H 1.01 -1.27 -0.55
H -0.42 1.65 -0.27
N -0.24 -0.18 0.64
H 0.98 1.60 0.79
H -0.38 -2.14 0.22
N 0.29 -1.34 0.18

***

2 unconnected molecules or ions with the total composition CH5INO at a distorted geometry, computed with ωB97M-V with the def2-TZVPD basis set.

The value obtained for the orbital gap is 7.46 eV. As for the charge: +1. As for the LUMO energy: -4.87 eV.

Positions of all 9 atoms, in Å:
H -3.25 -1.24 -1.25
N -2.52 -0.45 -1.32
I 2.78 -1.99 3.55
H 4.35 -2.07 3.11
H -2.66 0.01 -2.29
O -0.71 0.81 -0.81
H -1.48 -0.78 0.40
C -1.51 -0.18 -0.55
H -0.19 1.27 -0.15